Entry from the OMol25 dataset: 2 unconnected molecules or ions with the total composition CH4NO2PS at a distorted geometry (wB97M-V/def2-TZVPD).

Calculated values
Orbital gap = 8.5592 eV
Energy = -26810.438 eV
Net charge = 0
Energy relative to the best compared isomer or geometry (same formula, charge and spin) = 129.04 kJ/mol
SMILES string = NP=S.O=CO
Molar mass = 125.09 g/mol

CARTESIAN COORDINATES (ANGSTROEM)
N: -2.572 -0.724 -1.936
P: -1.454 -0.488 -0.827
S: -1.980 1.247 -0.011
H: -3.037 0.109 -1.851
H: -2.851 -1.411 -2.675
O: 1.555 -1.531 2.700
C: 1.218 -0.952 1.679
O: 0.061 -1.182 1.073
H: 1.684 -0.271 0.984
H: -0.497 -1.548 1.764



Entry from the OMol25 dataset: a molecular structure, C48H46ClP2PdSi at a distorted geometry (wB97M-V/def2-TZVPD).

Calculated values
Orbital gap (spin up / spin down) = 5.3573 / 6.6655 eV
Energy = -92978.985 eV
Net charge = -1
2S+1 = 3
Energy relative to the best compared isomer or geometry (same formula, charge and spin) = 54.55 kJ/mol
Molar mass = 854.80 g/mol

CARTESIAN COORDINATES (ANGSTROEM)
Pd: 0.555 -1.288 -0.503
C: 2.718 1.102 -2.299
Si: 1.131 0.926 -1.238
C: 1.809 1.862 0.325
C: 1.997 3.276 0.373
C: 2.985 3.886 1.105
C: 3.702 3.080 1.963
C: 3.527 1.709 1.999
C: 2.597 1.097 1.163
P: 2.342 -0.799 0.976
C: 4.038 -1.421 0.945
C: 4.850 -1.254 2.074
C: 6.186 -1.642 2.108
C: 6.718 -2.307 1.000
C: 5.916 -2.457 -0.085
C: 4.553 -2.097 -0.156
C: 1.925 -1.323 2.683
C: 1.404 -0.421 3.586
C: 1.120 -0.830 4.888
C: 1.389 -2.117 5.360
C: 1.938 -3.028 4.426
C: 2.193 -2.644 3.117
C: 0.028 2.214 -2.108
C: 0.600 3.205 -2.934
C: -0.150 4.145 -3.611
C: -1.554 4.045 -3.577
C: -2.176 3.133 -2.763
C: -1.421 2.246 -1.974
P: -2.275 1.042 -0.822
C: -4.084 1.443 -0.906
C: -4.813 2.186 0.019
C: -6.199 2.255 0.008
C: -6.926 1.597 -0.979
C: -6.235 0.970 -1.987
C: -4.846 0.938 -1.937
C: -1.903 1.715 0.874
C: -2.160 0.848 1.966
C: -1.977 1.358 3.274
C: -1.570 2.647 3.462
C: -1.329 3.486 2.400
C: -1.503 3.021 1.098
H: 3.463 0.306 -2.148
H: 3.251 2.128 -2.155
H: 2.409 1.038 -3.371
H: 1.324 3.937 -0.222
H: 3.039 5.003 1.136
H: 4.521 3.502 2.564
H: 4.175 1.172 2.654
H: 4.365 -0.854 2.992
H: 6.760 -1.523 2.997
H: 7.699 -2.752 1.035
H: 6.367 -3.051 -0.917
H: 4.030 -2.214 -1.087
H: 1.206 0.590 3.270
H: 0.595 -0.132 5.544
H: 1.116 -2.455 6.340
H: 2.159 -4.052 4.690
H: 2.593 -3.418 2.423
H: 1.710 3.369 -3.060
H: 0.319 4.804 -4.311
H: -2.161 4.577 -4.279
H: -3.271 2.982 -2.808
H: -4.256 2.675 0.808
H: -6.724 2.800 0.750
H: -8.022 1.605 -0.976
H: -6.741 0.423 -2.784
H: -4.310 0.369 -2.703
H: -2.460 -0.193 1.763
H: -2.170 0.744 4.172
H: -1.517 3.026 4.465
H: -1.071 4.516 2.589
H: -1.328 3.684 0.208
C: 1.286 -3.687 -4.506
C: 0.709 -2.766 -3.365
C: 0.489 -1.416 -4.062
C: 1.524 -2.650 -2.063
H: 0.534 -3.741 -5.290
H: 1.506 -4.712 -4.114
H: 2.152 -3.313 -5.006
H: -0.266 -3.243 -3.054
H: 1.484 -0.858 -3.962
H: -0.199 -0.726 -3.549
H: 0.331 -1.529 -5.133
H: 2.552 -2.391 -2.279
H: 1.611 -3.658 -1.640
Cl: -0.933 -3.118 1.978
C: -2.498 -2.824 1.242
C: -3.652 -2.841 1.937
C: -4.873 -2.294 1.437
C: -4.954 -1.815 0.137
C: -3.791 -1.898 -0.653
C: -2.520 -2.431 -0.124
C: -1.316 -2.376 -0.970
H: -3.617 -3.175 3.001
H: -5.818 -2.348 1.949
H: -5.859 -1.407 -0.357
H: -3.687 -1.481 -1.653
H: -1.569 -2.360 -2.026
H: -0.799 -3.348 -0.769



Entry from the OMol25 dataset: a molecular structure, C44H42Cl2NO2ReS2Sb3 at a distorted geometry (wB97M-V/def2-TZVPD).

Calculated values
Orbital gap (spin up / spin down) = 5.9057 / 5.0833 eV
Energy = -120334.779 eV
Net charge = +2
2S+1 = 2
Energy relative to the best compared isomer or geometry (same formula, charge and spin) = 358.97 kJ/mol
Molar mass = 1303.35 g/mol

CARTESIAN COORDINATES (ANGSTROEM)
Re: -0.726 -1.785 -0.749
Cl: 5.162 -5.956 -2.416
C: 3.929 -4.790 -2.141
C: 4.215 -3.431 -2.324
C: 3.281 -2.455 -2.059
Cl: 4.937 -1.620 0.293
C: 1.985 -2.847 -1.653
O: 1.084 -1.929 -1.444
C: 1.684 -4.225 -1.495
C: 0.370 -4.650 -1.106
O: -0.639 -3.950 -0.897
C: 2.682 -5.184 -1.727
H: 5.207 -3.157 -2.664
H: 0.232 -5.733 -1.007
H: 2.461 -6.235 -1.582
C: -1.774 1.156 2.520
C: -2.664 1.837 1.476
C: -2.450 1.344 0.046
Sb: -0.316 0.851 -0.582
C: 2.085 0.721 -1.184
C: 3.097 1.304 -0.341
C: 4.344 0.821 -0.388
C: 4.684 -0.459 -1.088
C: 3.646 -0.962 -2.157
C: 2.387 -0.126 -2.164
C: -0.019 2.831 -1.413
C: -0.452 3.905 -0.646
C: -0.123 5.200 -1.019
C: 0.644 5.421 -2.155
C: 1.055 4.349 -2.933
C: 0.732 3.050 -2.563
Sb: 0.266 1.614 2.028
C: 0.471 3.551 2.889
C: 1.735 4.122 2.973
C: 1.898 5.322 3.649
C: 0.805 5.946 4.235
C: -0.456 5.376 4.136
C: -0.630 4.175 3.461
C: 1.558 0.389 3.194
C: 1.508 0.490 4.578
C: 2.310 -0.340 5.347
C: 3.153 -1.258 4.737
C: 3.213 -1.337 3.352
C: 2.420 -0.507 2.574
H: -1.881 0.074 2.482
H: -1.999 1.485 3.534
H: -2.528 2.920 1.525
H: -3.709 1.652 1.748
H: -2.800 2.074 -0.685
H: -2.976 0.407 -0.116
H: 2.851 2.144 0.301
H: 5.131 1.254 0.217
H: 5.669 -0.384 -1.540
H: 4.109 -0.835 -3.140
H: 1.720 -0.296 -3.004
H: -1.061 3.751 0.236
H: -0.468 6.032 -0.419
H: 0.919 6.430 -2.431
H: 1.639 4.523 -3.827
H: 1.058 2.221 -3.177
H: 2.594 3.634 2.527
H: 2.881 5.767 3.725
H: 0.935 6.874 4.774
H: -1.311 5.858 4.591
H: -1.620 3.743 3.399
H: 0.851 1.210 5.052
H: 2.277 -0.264 6.426
H: 3.769 -1.910 5.342
H: 3.872 -2.049 2.874
H: 2.471 -0.571 1.494
S: -0.229 -2.306 1.652
C: -1.927 -2.434 1.542
N: -2.459 -1.996 0.402
C: -3.848 -2.086 0.407
C: -4.724 -1.685 -0.598
C: -6.083 -1.841 -0.402
C: -6.579 -2.392 0.780
C: -5.722 -2.778 1.795
C: -4.359 -2.612 1.600
S: -3.057 -2.988 2.714
H: -4.336 -1.254 -1.513
H: -6.774 -1.531 -1.174
H: -7.646 -2.515 0.906
H: -6.098 -3.202 2.717
C: -2.838 -0.101 -3.916
Sb: -1.792 -1.792 -3.130
C: -0.365 -2.197 -4.662
C: -3.119 -3.435 -3.381
H: -2.831 -0.171 -5.003
H: -2.345 0.819 -3.609
H: -3.870 -0.097 -3.570
H: -0.884 -2.635 -5.512
H: 0.374 -2.904 -4.288
H: 0.130 -1.280 -4.979
H: -3.674 -3.325 -4.311
H: -3.809 -3.502 -2.543
H: -2.520 -4.343 -3.426